166
Properties=species:S:1:pos:R:3:forces:R:3:mulliken_spin:R:1 method="wB97M-V/def2-TZVPD" homo_lumo_gap_ha="0.2959 / 0.2819" largest_force_ev_per_a=3.53 s_squared=6.007 charge=0 total_energy_ev=-306457.563 multiplicity=5 homo_ev="-7.72 / -7.35"
Fe -0.43472 2.19960 -1.91686 0.3682 0.6410 1.9012 3.739
O -0.56820 3.07882 -0.02018 0.6805 -1.9091 -0.3102 0.083
C 0.04889 2.11254 0.83600 -0.4681 0.3361 0.5181 0.022
C -0.09531 0.60863 0.44078 -0.4648 1.4788 -1.3398 -0.009
O 0.27843 0.46666 -0.90297 0.1323 0.3001 -0.3583 0.060
H -0.37198 2.16911 1.84461 -0.3985 0.2154 0.4643 0.003
H 1.09487 2.40836 1.01454 0.3874 -0.4207 -0.3540 -0.015
H -1.19342 0.36518 0.51290 0.6677 -0.0888 0.4955 0.007
H 0.50562 -0.02129 1.13072 -0.3112 0.1301 -0.1685 0.009
C 0.10182 -4.36223 2.84589 -0.8096 -0.1560 -1.5202 0.000
C -0.76198 -5.21390 1.86920 0.8263 0.1958 -0.0451 0.000
C -2.01489 -4.40466 1.78755 -1.1890 0.4356 0.4911 0.000
O -1.66358 -3.01605 1.99280 -0.3539 -0.2915 -0.2494 0.000
C -0.35093 -2.89946 2.51203 0.8099 -1.6089 -0.1096 0.000
H 1.14429 -4.52109 2.67819 0.7924 -0.0179 -0.1212 0.000
H -0.12694 -4.74386 3.82303 -0.1792 0.5387 0.8219 0.000
H -0.97556 -6.22452 2.22989 0.1961 0.1356 -0.0160 0.000
H -0.30436 -5.28697 0.87459 0.0586 0.0079 0.2514 0.000
H -2.73357 -4.69926 2.59078 0.3724 0.1879 -0.4350 0.000
H -2.53366 -4.53027 0.82302 0.1173 0.3085 0.3612 0.000
H -0.27306 -2.32244 3.41424 -0.4787 0.5969 0.4330 0.000
H 0.28421 -2.40858 1.75676 0.0220 -0.3320 0.1109 0.000
C -4.08046 -0.08807 -2.53690 -0.8511 1.2639 0.5036 0.005
C -3.82843 0.72395 -3.80224 -0.8494 0.1779 0.1386 -0.009
C -3.41829 2.05411 -3.20823 -0.2600 -0.6663 1.1660 0.016
O -2.39850 1.61236 -2.15444 -2.3540 -0.2569 -1.0061 0.002
C -2.86093 0.29400 -1.65161 -0.9977 -0.1487 -1.7695 0.013
H -4.27016 -1.15406 -2.70610 0.4641 0.3623 0.1949 0.001
H -5.01321 0.36613 -2.09436 0.8084 -0.6185 -0.2014 0.000
H -4.70176 0.72207 -4.47674 0.2735 0.3736 0.3454 0.000
H -3.01768 0.31618 -4.33553 1.1971 -0.6021 -0.8547 0.002
H -4.32702 2.47005 -2.73380 0.5882 -0.0474 0.4147 0.003
H -3.06079 2.85553 -3.84907 0.7892 -0.3653 0.0158 0.000
H -3.12411 0.31164 -0.62333 -0.0930 0.5505 0.9256 0.003
H -2.11511 -0.45502 -1.81038 0.9344 0.0084 0.0059 0.006
C 2.99060 -6.54240 -2.13328 -1.2944 -0.3127 -0.2256 0.000
C 2.68214 -6.48157 -0.63724 0.5930 0.4012 0.3807 0.000
C 3.72449 -5.47748 -0.05583 0.9637 -0.9049 -0.2531 0.000
O 4.41792 -4.88585 -1.17266 -0.6485 -1.0529 0.3783 0.000
C 4.25254 -5.76110 -2.30517 1.9707 0.1946 0.5354 0.000
H 2.10928 -6.17221 -2.68943 0.6413 0.0627 0.0162 0.000
H 3.11200 -7.59360 -2.38473 0.1395 0.0674 -0.4240 0.000
H 2.76374 -7.50002 -0.22372 -0.0852 0.6338 0.2548 0.000
H 1.69006 -6.08818 -0.50654 -0.4942 -0.0644 0.3178 0.000
H 4.44666 -6.04599 0.59023 -0.4286 0.5920 -0.4027 0.000
H 3.32555 -4.62994 0.48490 -0.3574 -0.0757 0.3405 0.000
H 5.12161 -6.47713 -2.36541 -0.5712 0.6268 0.1087 0.000
H 4.34765 -5.05458 -3.10601 -0.3185 -0.1020 -0.9491 0.000
C 0.46645 1.40782 -6.12928 0.6073 -0.9685 0.5090 0.002
C 1.23507 0.30694 -5.40868 0.4771 -0.8200 -0.2850 0.005
C 0.73688 0.23672 -4.00480 -1.6307 0.3672 0.6433 0.014
O 0.08609 1.54995 -3.79105 1.1204 0.2661 -0.7605 0.000
C 0.20088 2.33318 -4.99839 -1.8313 1.1548 0.1743 0.011
H -0.34818 0.97626 -6.67573 -0.8920 0.0282 0.0751 0.000
H 1.10275 1.87568 -6.83557 0.5622 0.4898 -0.8241 0.000
H 2.29736 0.50297 -5.35411 0.3398 0.1180 -0.3294 -0.001
H 1.07330 -0.65226 -5.87816 0.2270 -0.3091 -0.3003 0.000
H 1.53078 0.06596 -3.27239 -0.4652 0.1835 -0.0711 0.000
H -0.12140 -0.44487 -3.85578 0.7667 -0.1526 -0.0195 -0.003
H 0.93496 3.12495 -5.01308 0.9200 -0.0987 0.8632 0.004
H -0.72349 2.91940 -5.07315 -0.1904 -0.3959 -0.0566 0.001
C -6.45892 -1.42200 -0.41952 -0.3403 -0.7728 1.3124 0.000
C -5.58688 -0.96077 0.80327 -1.6573 -0.9343 0.4993 0.000
C -4.60936 -2.13993 0.92847 -0.1815 1.3279 0.4072 -0.001
O -4.34654 -2.48916 -0.40386 -0.9048 -1.0457 -0.1274 0.000
C -5.68030 -2.66232 -0.94715 0.4992 0.3154 1.0658 0.000
H -6.53860 -0.58718 -1.08237 -0.3390 0.1122 -0.7277 0.000
H -7.46170 -1.74776 -0.03273 0.7666 0.4519 -0.6733 0.000
H -6.22851 -0.79878 1.69448 0.3690 -0.4027 -0.3364 0.000
H -5.16304 0.01896 0.64785 0.7124 -0.0044 -0.3386 0.000
H -5.00025 -2.97726 1.53969 -0.0393 0.2115 -0.3812 0.000
H -3.70101 -1.79796 1.33828 1.2070 0.0776 0.7179 0.001
H -6.15603 -3.57492 -0.49365 0.5184 0.5336 -0.6237 0.000
H -5.46995 -2.76980 -1.99347 -0.6961 -0.0598 -0.6582 0.000
C 3.04370 -0.61131 2.58492 -0.6423 -1.6171 1.0807 0.001
C 3.48164 -1.95283 3.35859 -3.3669 0.8108 -0.7039 0.000
C 3.31664 -1.50336 4.79378 1.9330 -0.4343 1.1261 0.000
O 2.20791 -0.62629 4.91613 0.3902 0.3229 -1.8575 0.000
C 2.09280 0.07956 3.60845 -0.0991 -0.1192 0.0215 0.002
H 2.48707 -0.81016 1.65239 0.3372 -0.0112 0.3887 -0.001
H 3.96618 -0.13195 2.33920 0.3925 0.9144 -0.0438 0.000
H 4.45120 -2.26611 3.09134 1.1751 -0.3369 -0.1707 0.000
H 2.74490 -2.76487 3.13402 0.5866 0.5225 0.0408 0.000
H 4.29842 -1.00044 5.03266 -0.8904 0.0922 0.1471 0.000
H 3.25119 -2.33456 5.54534 -0.3672 0.7055 -0.7263 0.000
H 2.17630 1.18157 3.69971 0.6537 -0.5309 0.3382 0.000
H 1.06397 -0.01747 3.26014 -0.1147 -0.4151 0.1789 -0.002
C -2.76571 -1.46586 4.55169 -2.2636 0.1026 -1.7278 0.000
C -3.63778 -1.05815 5.73662 -0.3966 0.3894 1.3610 0.000
C -4.04198 0.43151 5.46172 -1.3486 -1.1917 -1.3794 0.000
O -3.80436 0.57050 3.99599 0.4558 0.7485 2.1242 0.000
C -2.61106 -0.15452 3.75367 -0.3724 -1.0617 -0.9797 0.000
H -3.31507 -2.24320 3.91415 0.9756 0.9999 0.8836 0.000
H -1.80789 -1.78288 4.80175 1.5032 -1.0135 0.6456 0.000
H -3.16078 -1.11914 6.72507 0.4522 0.1063 -0.3932 0.000
H -4.49064 -1.74822 5.89992 0.1270 0.6467 -0.6092 0.000
H -3.60820 1.17674 6.13161 0.9398 -0.0271 -0.5581 0.000
H -5.11545 0.60525 5.60393 0.0706 -0.2422 -0.2558 0.000
H -1.67359 0.31320 4.03187 0.0441 0.7854 0.5355 0.001
H -2.52426 -0.29070 2.66041 -0.2134 -0.1742 0.3764 -0.001
C -0.93314 6.57012 -2.57873 1.4368 0.6846 0.2079 0.000
C -1.72031 6.20557 -1.32155 -1.4571 -0.8429 -0.2521 0.000
C -2.22927 4.76525 -1.58473 -0.4388 1.1316 -1.5764 -0.002
O -1.27483 4.27073 -2.51551 1.0182 -0.9785 -0.3765 -0.037
C -0.89776 5.33338 -3.41856 -1.5183 -1.5331 -0.5742 0.004
H 0.12426 6.75133 -2.29783 -0.6199 0.3761 -0.0830 0.000
H -1.28181 7.40404 -3.20099 -0.0935 0.0180 0.6069 0.000
H -2.58115 6.82601 -1.17413 -0.4267 0.6281 0.1119 0.000
H -1.16782 6.21233 -0.39840 0.5737 0.0718 0.1544 0.000
H -3.20633 4.67704 -2.10727 0.1334 0.7454 0.2325 0.001
H -2.31405 4.12558 -0.74765 0.5030 -0.5603 0.9204 0.016
H -1.71334 5.33335 -4.24078 1.4641 0.1626 0.8297 0.001
H 0.11656 5.09815 -3.77122 -0.5550 -0.0270 -0.2773 0.001
C 3.38794 4.26736 -0.37247 -0.3024 -0.5933 -1.3161 -0.001
C 4.14727 3.52456 -1.52886 -0.3712 0.4117 1.0399 0.001
C 3.04477 2.77264 -2.19313 0.4448 0.0116 1.1004 0.016
O 1.91088 3.61204 -2.19952 -0.8587 1.1379 0.9263 0.009
C 1.99613 4.63102 -1.08583 1.5092 -0.6765 -0.1622 0.010
H 4.03042 5.08837 -0.14222 -0.1191 1.0130 0.4490 0.000
H 3.32403 3.63874 0.54646 -0.4646 0.3452 -0.8167 0.001
H 4.87898 2.81179 -1.15590 0.3221 0.1887 0.0494 0.000
H 4.60685 4.24274 -2.19458 0.2268 0.2354 -0.1107 0.000
H 2.95094 1.90637 -1.52049 -0.8226 -0.3085 -0.6075 -0.010
H 3.32471 2.51731 -3.19419 -0.2538 -0.4972 -0.6987 0.002
H 1.13224 4.52263 -0.43411 -0.0500 -0.4095 -0.1141 0.001
H 1.93978 5.66989 -1.51859 0.4773 -1.1078 0.1677 0.001
C -3.90712 3.13210 2.01355 -0.4039 0.0228 1.0058 0.000
Cl -4.85473 2.84167 0.53536 0.1232 0.1783 0.1759 0.000
Cl -3.51626 4.87735 2.27332 -0.2498 -0.6628 -0.1954 0.000
H -4.48817 2.75385 2.89870 0.6795 0.4771 -1.0702 0.000
H -2.96098 2.61571 1.91351 0.0415 -0.0356 -0.0732 0.001
C 5.41891 2.89675 2.79115 -0.4211 0.4387 -1.6956 0.000
Cl 5.36901 2.55494 4.47446 0.0081 0.0471 1.0110 0.000
Cl 7.08044 3.07955 2.13032 -0.4888 0.1772 0.3020 0.000
H 5.00120 2.03878 2.28476 -0.0226 -0.1901 -0.1656 0.000
H 4.78528 3.77110 2.50912 0.8435 -0.4729 0.5108 0.000
C 6.81809 -1.38364 -0.44286 -0.1557 1.6979 -1.1482 0.000
Cl 8.44041 -1.32282 -1.19334 -0.0590 -0.3131 0.5977 0.000
Cl 6.69285 -0.37905 1.07047 0.1182 -0.8818 -0.8029 0.000
H 6.24222 -0.85877 -1.22839 -0.1405 -0.4231 0.8995 0.000
H 6.46621 -2.39759 -0.33245 0.1619 -0.1558 0.4458 0.000
C -0.77632 -3.63994 -6.31567 -0.5120 -1.5244 0.5053 0.000
Cl 0.47203 -3.66460 -7.56271 -0.0610 0.3177 0.0943 0.000
Cl -1.79482 -2.20921 -6.25343 0.2195 0.3911 -0.2661 0.000
H -1.45395 -4.48600 -6.51262 0.3324 0.4422 -0.0945 0.000
H -0.33150 -3.84159 -5.33246 0.0281 0.5188 -0.3494 0.000
C 1.91357 1.67661 6.84319 -0.3061 0.7156 0.5685 0.000
Cl 0.19366 2.08854 6.46721 0.6316 -0.6339 -0.0554 0.000
Cl 2.12264 1.10262 8.51726 -0.1399 -0.0112 -0.3008 0.000
H 2.37610 0.96044 6.18034 -0.5940 -0.2551 -0.1935 0.000
H 2.40007 2.62892 6.77528 0.3637 0.3305 0.0452 0.000
C 2.73912 -1.07993 -1.26389 -0.0984 0.3108 -0.4845 -0.008
Cl 3.86737 -0.96237 -2.66150 -0.3839 0.2858 -0.4329 0.000
Cl 1.96896 -2.64902 -1.24043 -0.3576 -0.3647 0.0757 0.000
H 3.45837 -1.01906 -0.49939 0.3909 -0.0730 1.4255 0.000
H 1.93447 -0.30406 -1.16832 0.3377 -0.2165 -0.5019 0.011
C -1.58227 -3.67497 -1.61313 -0.3764 1.3617 0.3991 0.000
Cl -1.90519 -2.73436 -3.09219 0.0860 -0.3471 -0.0338 0.000
Cl -0.62111 -5.07091 -1.90521 0.3595 -1.1003 -0.3843 0.000
H -0.98681 -3.03862 -0.96554 -0.2202 0.1843 0.0952 0.000
H -2.55230 -3.89409 -1.17117 0.2178 -0.1407 -0.0935 0.000
C 0.74648 5.15895 2.41221 -0.7942 -0.8342 -0.2772 0.001
Cl 2.09182 4.30601 3.17946 0.3384 -0.3006 0.0590 0.000
Cl 1.27423 6.76162 1.86615 -0.3487 -0.1469 0.0799 0.000
H 0.36236 4.56414 1.54099 0.4187 0.5569 0.7164 0.001
H -0.01961 5.17938 3.20455 0.2511 0.5761 -0.6005 0.000